# 1
Here is the ion C17H28N3 with charge +1 from OMol25. Energies are from ωB97M-V/def2-TZVPD.

Element x y z (Å)
C1 -4.02 3.79 -2.32
N1 -3.28 4.87 -2.50
C2 -2.25 5.07 -1.71
C3 -1.89 4.19 -0.69
C4 -2.66 3.05 -0.50
C5 -3.75 2.85 -1.33
H1 -4.38 1.98 -1.22
C6 -2.31 2.08 0.59
N2 -0.89 1.74 0.54
C7 -0.42 1.02 1.70
C8 1.10 0.96 1.64
N3 1.58 0.23 0.42
H2 2.59 0.36 0.38
C9 0.98 0.91 -0.77
C10 -0.54 1.02 -0.66
H3 -1.00 0.02 -0.70
H4 -0.90 1.58 -1.53
H5 1.25 0.38 -1.68
H6 1.39 1.92 -0.81
C11 1.37 -1.27 0.40
C12 1.61 -1.89 1.78
H7 2.53 -1.48 2.21
H8 0.78 -1.63 2.43
C13 1.74 -3.42 1.75
H9 2.77 -3.70 1.53
H10 1.54 -3.77 2.77
C14 0.82 -4.14 0.77
H11 0.63 -5.14 1.16
C15 1.43 -4.31 -0.62
H12 2.42 -4.76 -0.50
C16 1.57 -3.02 -1.42
H13 2.13 -3.24 -2.33
C17 2.28 -1.89 -0.67
H14 3.19 -2.27 -0.22
H15 2.58 -1.14 -1.40
H16 0.58 -2.67 -1.74
H17 0.82 -5.00 -1.19
H18 -0.15 -3.64 0.71
H19 0.33 -1.43 0.11
H20 1.51 0.49 2.53
H21 1.48 1.98 1.57
H22 -0.85 0.00 1.77
H23 -0.70 1.56 2.60
H24 -2.94 1.18 0.52
H25 -2.50 2.55 1.56
H26 -1.04 4.39 -0.06
H27 -1.68 5.97 -1.90
H28 -4.86 3.67 -2.99

Output
**Energy above the lowest of the compared OMol25 structures with the same formula, charge and spin**: 0.0 kcal per mole
**SMILES string**: c1cc(CN2CC[NH+](C3CCCCCC3)CC2)ccn1
**Charge**: +1
**Total energy**: -828.61557 Eh
**Max |F|**: 0.9 eV/Å
**Multiplicity**: 1

=====

# 2
Here is the molecule C17H28N4O2S in a non-equilibrium geometry from OMol25. Energies are from ωB97M-V/def2-TZVPD.

Element x y z (Å)
C1 -4.26 -1.60 -0.67
H1 -3.59 -2.28 -0.16
H2 -3.68 -0.94 -1.32
C2 -5.06 -0.77 0.33
C3 -5.99 0.20 -0.38
H3 -6.60 0.75 0.33
H4 -5.41 0.91 -0.97
H5 -6.66 -0.34 -1.05
H6 -5.67 -1.45 0.94
C4 -4.13 -0.04 1.31
C5 -3.10 0.82 0.67
N1 -3.22 1.47 -0.43
N2 -2.15 2.18 -0.77
C6 -1.18 2.08 0.07
N3 0.01 2.73 -0.08
C7 1.07 2.56 0.79
O1 0.98 1.83 1.74
C8 2.29 3.35 0.40
H7 2.97 3.38 1.26
H8 2.00 4.37 0.13
C9 3.03 2.69 -0.78
C10 3.74 1.42 -0.29
O2 4.77 1.55 0.34
N4 3.23 0.21 -0.59
C11 1.99 -0.11 -1.25
H9 1.48 0.78 -1.61
C12 1.05 -0.89 -0.32
C13 -0.24 -1.25 -1.05
H10 -0.04 -1.90 -1.90
H11 -0.92 -1.77 -0.38
H12 -0.75 -0.36 -1.42
C14 1.76 -2.14 0.20
H13 1.11 -2.67 0.90
C15 3.07 -1.75 0.88
C16 3.82 -2.98 1.38
H14 4.75 -2.68 1.87
H15 3.22 -3.53 2.09
H16 4.07 -3.64 0.56
C17 3.93 -0.97 -0.11
H17 4.86 -0.63 0.36
H18 4.17 -1.60 -0.98
H19 2.85 -1.10 1.73
H20 1.97 -2.81 -0.64
H21 0.82 -0.26 0.54
H22 2.22 -0.74 -2.12
H23 2.36 2.51 -1.62
H24 3.82 3.36 -1.10
H25 0.08 3.35 -0.87
S1 -1.52 1.04 1.43
H26 -3.61 -0.77 1.94
H27 -4.73 0.59 1.97
H28 -4.94 -2.18 -1.30

Output
**Energy above the lowest of the compared OMol25 structures with the same formula, charge and spin**: 2.0 kcal per mole
**SMILES string**: CC(C)Cc1nnc(NC(=O)CCC(=O)N2C[C@H](C)C[C@H](C)C2)s1
**Total energy**: -1432.32293 Eh
**Max |F|**: 1.7 eV/Å
**Multiplicity**: 1

=====

# 3
Here is a structure of composition C17H28NO2P2Tm in a non-equilibrium geometry from OMol25. Energies are from ωB97M-V/def2-TZVPD.

Element x y z (Å)
Tm1 0.44 0.60 -0.10
P1 2.24 -1.31 0.54
C1 2.40 -1.66 -1.27
C2 1.10 -1.88 -1.99
N1 0.01 -1.17 -1.57
C3 -1.18 -1.56 -2.11
C4 -1.27 -2.42 -3.19
C5 -0.12 -2.98 -3.71
C6 1.08 -2.74 -3.07
C7 -2.46 -1.02 -1.57
P2 -2.23 0.46 -0.52
H1 2.04 -3.18 -3.38
H2 -2.28 -2.62 -3.58
H3 -0.17 -3.59 -4.60
H4 -3.13 -0.73 -2.39
H5 -3.01 -1.78 -0.97
H6 2.99 -0.85 -1.75
H7 3.00 -2.58 -1.28
H8 1.66 3.75 -2.07
O1 1.94 2.95 -2.55
H9 2.49 3.34 -3.27
H10 -1.21 4.42 0.12
O2 -0.90 4.92 -0.67
H11 -1.31 5.80 -0.52
C8 -2.49 1.71 -1.83
H12 -3.50 1.54 -2.22
H13 -2.37 2.73 -1.43
H14 -1.75 1.65 -2.65
C9 -3.76 0.58 0.43
H15 -3.71 1.47 1.06
H16 -4.60 0.63 -0.27
H17 -3.87 -0.26 1.11
C10 2.34 -2.99 1.25
H18 3.29 -3.45 0.94
H19 2.26 -2.97 2.35
H20 1.51 -3.64 0.93
C11 3.91 -0.71 0.91
H21 3.98 -0.44 1.97
H22 4.61 -1.51 0.66
H23 4.15 0.20 0.36
C12 -0.28 1.36 4.93
C13 -0.37 0.00 4.60
C14 -0.26 -0.41 3.25
C15 -0.03 0.56 2.27
C16 0.02 1.92 2.60
C17 -0.09 2.32 3.94
H24 -0.36 1.67 5.98
H25 -0.53 -0.75 5.38
H26 -0.35 -1.47 3.00
H27 0.14 2.69 1.81
H28 -0.02 3.39 4.18

Output
**Charge**: +2
**Total energy**: -2637.18215 Eh
**Max |F|**: 2.5 eV/Å
**Multiplicity**: 3

=====

# 4
Here is the molecule C17H28O from OMol25. Energies are from ωB97M-V/def2-TZVPD.

Element x y z (Å)
C1 -1.31 -3.81 6.41
C2 -1.86 -4.03 5.23
C3 -1.66 -5.28 4.43
H1 -2.63 -5.66 4.11
C4 -0.79 -5.04 3.19
C5 -1.43 -4.09 2.18
C6 -0.69 -4.07 0.83
C7 0.69 -3.43 0.89
C8 0.66 -1.90 0.91
C9 0.53 -1.31 -0.49
C10 0.52 0.22 -0.47
C11 0.65 0.81 -1.88
C12 0.63 2.33 -1.87
H2 1.39 2.71 -1.18
H3 -0.34 2.69 -1.52
C13 0.91 2.90 -3.27
C14 0.85 4.39 -3.27
C15 1.80 5.34 -3.05
C16 1.16 6.59 -3.15
C17 -0.14 6.32 -3.43
O1 -0.34 4.99 -3.50
H4 -1.00 6.95 -3.59
H5 1.60 7.56 -3.03
H6 2.84 5.17 -2.84
H7 1.90 2.58 -3.60
H8 0.16 2.52 -3.97
H9 1.59 0.46 -2.32
H10 -0.17 0.44 -2.50
H11 1.36 0.58 0.14
H12 -0.40 0.58 -0.01
H13 1.38 -1.65 -1.10
H14 -0.38 -1.67 -0.97
H15 1.59 -1.53 1.36
H16 -0.16 -1.55 1.53
H17 1.27 -3.76 0.03
H18 1.21 -3.79 1.78
H19 -0.60 -5.10 0.48
H20 -1.30 -3.54 0.10
H21 -1.45 -3.08 2.59
H22 -2.46 -4.40 2.01
H23 0.17 -4.64 3.52
H24 -0.61 -6.00 2.71
H25 -1.18 -6.04 5.05
H26 -2.50 -3.28 4.78
H27 -1.47 -2.90 6.96
H28 -0.67 -4.54 6.88

Output
**Energy above the lowest of the compared OMol25 structures with the same formula, charge and spin**: 3.0 kcal per mole
**SMILES string**: C=CCCCCCCCCCCCc1ccco1
**Total energy**: -739.76420 Eh
**Max |F|**: 0.9 eV/Å
**Multiplicity**: 1

=====

# 5
Here is a cluster of 5 separate species, C17H28O9 in total in a non-equilibrium geometry from OMol25. Energies are from ωB97M-V/def2-TZVPD.

Element x y z (Å)
O1 -19.76 15.20 14.27
C1 -19.76 14.41 15.25
O2 -20.89 13.68 15.55
C2 -20.67 12.71 16.57
C3 -19.37 13.22 17.23
C4 -18.64 14.06 16.17
H1 -20.71 11.67 16.25
H2 -21.52 12.77 17.24
H3 -18.86 12.32 17.56
H4 -19.66 13.88 18.05
H5 -17.88 13.48 15.64
H6 -18.09 14.85 16.69
O3 -18.73 20.40 16.92
C5 -18.02 20.93 16.07
O4 -18.71 21.71 15.13
C6 -17.77 22.20 14.09
C7 -16.52 21.22 14.28
C8 -16.51 20.92 15.77
H7 -17.59 23.28 14.14
H8 -18.12 22.09 13.06
H9 -15.71 21.79 13.83
H10 -16.63 20.26 13.77
H11 -16.16 21.69 16.46
H12 -16.25 19.87 15.95
O5 -30.54 14.61 5.26
C9 -29.44 15.09 5.58
O6 -28.64 15.58 4.64
C10 -27.33 15.71 5.21
C11 -27.50 15.74 6.76
C12 -28.87 15.14 6.95
H13 -26.88 16.69 5.04
H14 -26.67 14.92 4.86
H15 -27.37 16.74 7.19
H16 -26.66 15.28 7.27
H17 -29.49 15.84 7.51
H18 -28.92 14.12 7.35
O7 -28.12 15.53 14.53
C13 -27.14 16.17 15.07
O8 -26.95 16.07 16.42
C14 -25.98 17.04 16.88
C15 -25.58 17.81 15.58
C16 -26.11 17.06 14.39
H19 -25.12 16.56 17.35
H20 -26.32 17.84 17.53
H21 -24.51 17.92 15.46
H22 -25.99 18.82 15.69
H23 -25.38 16.34 14.01
H24 -26.38 17.77 13.61
C17 -24.36 22.90 11.47
O9 -24.78 22.44 10.25
H25 -23.55 23.63 11.43
H26 -25.20 23.34 12.00
H27 -24.02 22.10 12.12
H28 -23.94 22.16 9.88

Output
**Energy above the lowest of the compared OMol25 structures with the same formula, charge and spin**: 24.8 kcal per mole
**SMILES string**: O=C1CCCO1.O=C1CCCO1.O=C1CCCO1.O=C1CCCO1.CO
**Total energy**: -1341.64699 Eh
**Max |F|**: 6.6 eV/Å
**Multiplicity**: 1

=====

# 6
Here is a structure of composition C17H29BNO4P2Ti in a non-equilibrium geometry from OMol25. Energies are from ωB97M-V/def2-TZVPD.

Element x y z (Å)
C1 -0.87 0.85 -4.20
C2 -1.05 0.50 -2.84
N1 -0.02 0.83 -1.97
C3 0.84 1.81 -2.29
C4 0.77 2.45 -3.52
C5 -0.05 1.91 -4.51
C6 -2.18 -0.16 -2.35
P1 -2.32 -0.80 -0.68
Ti1 0.12 -0.17 -0.12
P2 2.06 1.14 0.23
C7 1.74 2.37 -1.18
O1 -0.26 -3.81 -4.16
O2 0.66 -4.84 -0.48
H1 -1.48 0.36 -4.94
H2 1.37 3.33 -3.69
H3 -0.10 2.37 -5.49
C8 -3.63 0.38 -0.38
C9 -2.92 -2.45 -0.28
H4 2.72 2.74 -1.55
H5 1.23 3.22 -0.69
H6 -1.13 -3.42 -4.32
H7 -2.81 -0.53 -3.15
C10 2.22 2.21 1.69
C11 3.73 0.56 -0.15
H8 1.50 -1.06 0.31
H9 0.09 -4.56 0.28
H10 0.29 -4.31 -1.23
H11 0.37 -3.31 -4.67
H12 -0.82 0.33 1.34
H13 1.74 -0.79 1.01
H14 -4.43 0.01 -1.03
H15 -3.99 0.55 0.61
H16 -3.31 1.32 -0.81
H17 -3.69 -2.75 -0.99
H18 -2.15 -3.22 -0.32
H19 -3.34 -2.49 0.74
H20 4.44 1.40 -0.07
H21 4.00 -0.22 0.57
H22 3.75 0.17 -1.18
H23 3.23 2.65 1.72
H24 1.46 3.01 1.64
H25 2.04 1.59 2.58
O3 -0.38 -1.73 2.47
B1 -0.07 -0.33 2.11
O4 0.29 0.36 3.32
C12 0.20 -0.55 4.32
C13 0.33 -0.29 5.68
C14 0.07 -1.35 6.56
C15 -0.30 -2.63 6.09
C16 -0.44 -2.86 4.71
C17 -0.19 -1.81 3.82
H26 0.61 0.71 6.03
H27 0.15 -1.19 7.64
H28 -0.48 -3.45 6.79
H29 -0.75 -3.83 4.30

Output
**Total energy**: -2577.83068 Eh
**Max |F|**: 3.1 eV/Å
**Multiplicity**: 2

=====

# 7
Here is a cluster of 3 separate species, C17H29Br2ClFN4O2S in total in a non-equilibrium geometry from OMol25. Energies are from ωB97M-V/def2-TZVPD.

Element x y z (Å)
C1 -2.23 1.71 -0.92
C2 -1.18 0.96 -1.73
Br1 -1.82 -0.48 -2.83
C3 0.10 1.26 -1.70
Br2 0.59 2.78 -0.61
C4 1.16 0.49 -2.47
C5 2.59 1.08 -2.48
S1 3.57 1.10 -0.95
O1 2.84 0.68 0.19
O2 4.12 2.40 -0.85
F1 4.81 0.09 -1.12
C6 3.26 0.05 -3.48
C7 2.67 -1.27 -2.89
Cl1 2.69 -2.61 -4.09
N1 1.33 -0.99 -2.27
C8 1.17 -1.60 -0.89
C9 0.24 -2.84 -0.84
N2 -0.09 -3.09 0.59
H1 -3.24 1.41 -1.23
H2 -2.14 2.79 -1.03
H3 -2.08 1.39 0.12
H4 0.88 0.54 -3.54
H5 2.64 2.05 -2.99
H6 3.07 0.20 -4.55
H7 4.35 0.16 -3.40
H8 3.46 -1.58 -2.20
H9 0.72 -1.55 -2.88
H10 2.15 -1.95 -0.54
H11 0.83 -0.89 -0.13
H12 0.71 -3.77 -1.20
H13 -0.72 -2.70 -1.35
H14 -0.94 -2.56 0.79
H15 0.64 -2.70 1.17
C10 3.00 2.36 3.02
C11 2.75 2.56 4.51
C12 2.38 1.25 5.22
C13 1.15 0.69 4.64
N3 0.20 0.26 4.18
H16 2.10 2.00 2.51
H17 3.29 3.30 2.55
H18 3.80 1.64 2.85
H19 1.95 3.29 4.64
H20 3.64 2.98 4.97
H21 2.22 1.43 6.28
H22 3.18 0.52 5.12
C14 -6.03 -1.08 -1.14
C15 -6.19 -1.41 0.34
C16 -5.17 -0.69 1.23
C17 -3.80 -1.08 0.85
N4 -2.74 -1.38 0.56
H23 -5.05 -1.40 -1.52
H24 -6.79 -1.59 -1.73
H25 -6.13 -0.01 -1.32
H26 -6.09 -2.49 0.47
H27 -7.19 -1.14 0.66
H28 -5.33 -0.94 2.27
H29 -5.27 0.39 1.12

Output
**Charge**: +1
**Total energy**: -7140.63262 Eh
**Max |F|**: 3.4 eV/Å
**Multiplicity**: 1

=====

# 8
Here is a structure of composition C17H29Br2NbO6P in a non-equilibrium geometry from OMol25. Energies are from ωB97M-V/def2-TZVPD.

Element x y z (Å)
C1 1.54 -0.29 3.50
C2 0.41 -0.27 3.08
C3 -0.92 -0.14 2.46
Nb1 -1.87 -2.13 1.79
Br1 -0.17 -3.39 3.34
C4 -0.43 -2.14 -0.02
O1 0.54 -3.19 0.05
C5 1.83 -2.69 0.20
O2 2.30 -2.20 -1.05
C6 2.79 -0.88 -1.02
C7 1.93 -0.04 -2.01
O3 2.16 1.36 -1.79
C8 -2.82 -4.14 1.36
P1 -2.40 -5.05 -0.13
O4 -1.17 -5.84 -0.04
O5 -3.60 -6.18 -0.24
O6 -2.53 -4.20 -1.50
C9 -3.42 -0.92 0.67
Br2 -4.92 -1.91 -0.12
C10 -2.83 0.00 -0.45
C11 -3.96 1.00 -0.91
H1 2.44 -0.60 3.99
H2 -0.74 0.52 1.60
H3 -1.58 0.42 3.14
H4 -2.97 -1.99 3.26
H5 0.13 -1.19 0.11
H6 -0.92 -2.04 -1.00
H7 2.44 -3.57 0.46
H8 1.91 -1.97 1.03
H9 2.71 -0.37 -0.05
H10 3.83 -0.80 -1.39
H11 0.86 -0.21 -1.83
H12 2.15 -0.32 -3.04
H13 1.46 1.70 -1.23
H14 -2.50 -4.80 2.18
H15 -3.92 -4.16 1.43
H16 -3.38 -6.79 -0.96
H17 -2.84 -3.30 -1.35
H18 -3.85 -0.22 1.40
H19 -2.02 0.64 -0.09
H20 -2.55 -0.59 -1.33
H21 -4.82 0.98 -0.22
H22 -3.61 2.04 -0.90
H23 -4.34 0.72 -1.90
C12 2.30 4.94 -0.39
C13 2.38 6.26 0.04
C14 3.39 7.08 -0.45
C15 4.30 6.59 -1.37
C16 4.22 5.27 -1.79
C17 3.22 4.44 -1.30
H24 1.52 4.29 0.00
H25 1.66 6.64 0.75
H26 3.45 8.11 -0.11
H27 5.09 7.23 -1.75
H28 4.94 4.89 -2.51
H29 3.16 3.41 -1.63

Output
**Charge**: -1
**Total energy**: -6662.87985 Eh
**Max |F|**: 2.8 eV/Å
**Multiplicity**: 1

=====

Among the records above, which one has the highest multiplicity?
C17H28NO2P2Tm

=====

What is the max |F| in the third record?
2.5 eV/Å

=====

Which formula does entry 2 have?
C17H28N4O2S